One molecule with the formula C14H24N2O2S. Source: the Open Molecules 2025 dataset; level of theory: wB97M-V/def2-TZVPD.

Geometry as XYZ:
```
43
Properties=species:S:1:pos:R:3:nbo_charge:R:1
C -0.07 2.90 -1.32 -0.635
C 1.25 3.02 -0.56 -0.077
H 1.06 3.19 0.50 0.201
H 1.87 3.82 -0.97 0.193
O 2.03 1.83 -0.71 -0.501
C 1.77 0.82 0.12 0.825
O 0.96 0.88 1.02 -0.644
C 2.64 -0.40 -0.14 -0.323
C 3.16 -0.49 -1.57 -0.399
C 2.03 -0.82 -2.54 -0.411
C 1.29 -2.09 -2.09 -0.228
N 0.79 -1.90 -0.74 -0.445
C -0.54 -1.77 -0.50 0.323
N -0.91 -1.31 0.72 -0.634
H -0.29 -0.66 1.19 0.422
C -2.31 -1.14 1.08 -0.053
H -2.85 -1.98 0.64 0.242
C -2.44 -1.08 2.61 -0.418
H -1.50 -1.39 3.07 0.209
H -3.22 -1.75 2.96 0.217
C -2.77 0.38 2.96 -0.405
H -3.83 0.48 3.20 0.198
H -2.20 0.74 3.82 0.208
C -2.46 1.18 1.69 -0.418
H -3.01 2.12 1.65 0.210
H -1.39 1.40 1.64 0.208
C -2.86 0.21 0.59 -0.413
H -2.46 0.47 -0.39 0.222
H -3.94 0.15 0.51 0.206
S -1.66 -2.23 -1.63 -0.303
C 1.85 -1.67 0.21 -0.210
H 2.53 -2.53 0.16 0.203
H 1.45 -1.62 1.22 0.229
H 1.98 -2.94 -2.09 0.185
H 0.45 -2.30 -2.74 0.263
H 1.32 0.00 -2.57 0.206
H 2.42 -0.97 -3.54 0.217
H 3.91 -1.29 -1.61 0.204
H 3.64 0.44 -1.86 0.227
H 3.48 -0.31 0.56 0.241
H -0.67 2.09 -0.91 0.223
H -0.63 3.83 -1.23 0.222
H 0.12 2.70 -2.38 0.214
```

Output
**LUMO**: 0.0247 Eh
**Strongest force on any atom**: 0.0160 Eh/bohr
**Multiplicity**: 1
**Energy**: -1206.0871 a.u.
**SMILES string**: CCOC(=O)[C@@H]1CCCN(C(=S)NC2CCCC2)C1
**Gap between HOMO and LUMO**: 8.343 eV

One molecule with the formula C5H7NO in a non-equilibrium geometry. Source: the Open Molecules 2025 dataset; level of theory: wB97M-V/def2-TZVPD.

Geometry as XYZ:
```
14
Properties=species:S:1:pos:R:3:nbo_charge:R:1
C -1.95 0.39 -0.34 -0.583
C -0.41 0.03 -0.16 -0.315
C 0.66 0.99 0.18 0.185
N 1.75 0.34 0.45 -0.500
C 1.57 -1.16 0.45 0.552
O 2.55 -1.86 0.68 -0.676
C 0.22 -1.29 0.16 -0.485
H -2.24 0.43 -1.41 0.211
H -2.20 1.37 0.07 0.221
H -2.56 -0.39 0.10 0.233
H 0.65 2.06 -0.01 0.212
H 2.67 0.72 0.65 0.428
H -0.27 -2.25 0.25 0.232
H -0.32 0.30 -1.23 0.285
```

Output
**LUMO**: 0.0053 Eh
**Strongest force on any atom**: 0.0334 Eh/bohr
**Multiplicity**: 1
**Energy**: -324.6309 a.u.
**Gap between HOMO and LUMO**: 7.436 eV

A 2-piece molecular cluster, C2H6O2S overall in a non-equilibrium geometry. Source: the Open Molecules 2025 dataset; level of theory: wB97M-V/def2-TZVPD.

Geometry as XYZ:
```
11
Properties=species:S:1:pos:R:3:nbo_charge:R:1
C 1.19 -0.69 1.49 -0.738
S 0.97 0.95 0.72 0.635
H 0.58 -0.70 2.40 0.281
H 0.83 -1.36 0.71 0.289
H 2.25 -0.73 1.76 0.295
H 0.48 1.69 1.73 0.174
O -1.98 -0.19 -0.74 -0.551
C -1.64 0.09 -1.86 0.642
O -0.35 0.02 -2.27 -0.652
H -2.36 0.59 -2.52 0.167
H 0.02 0.34 -1.43 0.458
```

Output
**LUMO (spin up / spin down)**: -0.1624 / -0.3552 Eh
**Strongest force on any atom**: 0.0302 Eh/bohr
**Multiplicity**: 2
**Energy**: -628.0965 a.u.
**Gap between HOMO and LUMO (spin up / spin down)**: 10.768 / 5.180 eV
**Net charge**: +1

C4H3I3 as an isolated structure in a non-equilibrium geometry. Source: the Open Molecules 2025 dataset; level of theory: wB97M-V/def2-TZVPD.

Geometry as XYZ:
```
10
Properties=species:S:1:pos:R:3:nbo_charge:R:1
C 1.96 -0.53 -0.39 -0.460
C 1.03 -0.24 0.54 -0.097
C -0.88 0.83 -0.01 -0.258
C -1.88 -0.03 -0.13 -0.506
I -0.77 2.92 -0.02 0.258
I -3.89 0.70 -0.07 0.181
I -1.66 -2.13 -0.20 0.245
H 2.97 -0.69 0.00 0.215
H 1.83 -0.59 -1.39 0.208
H 1.30 -0.24 1.68 0.214
```

Output
**LUMO**: -0.0196 Eh
**Strongest force on any atom**: 0.0835 Eh/bohr
**Multiplicity**: 1
**Energy**: -1047.1130 a.u.
**Gap between HOMO and LUMO**: 8.397 eV

A 7-piece molecular cluster, C41H97F3N5O9 overall in a non-equilibrium geometry. Source: the Open Molecules 2025 dataset; level of theory: wB97M-V/def2-TZVPD.

Geometry as XYZ:
```
155
Properties=species:S:1:pos:R:3:mulliken_charge:R:1
C -1.33 0.76 0.23 -0.710
C -0.88 1.66 1.33 0.558
O -1.29 2.83 1.44 -0.744
O -0.02 1.15 2.12 -0.763
H -1.23 -0.31 0.39 0.279
H -0.84 1.06 -0.70 0.183
H -2.42 0.80 0.26 0.200
C 1.09 2.36 8.45 -0.964
C 1.24 3.84 8.03 0.492
O 2.32 4.49 8.28 -0.425
N 0.20 4.46 7.12 -0.133
H 0.34 4.13 6.18 0.394
H -0.70 4.13 7.41 0.384
C 0.07 6.01 7.32 -0.815
H 1.79 2.20 9.27 0.312
H 1.36 1.75 7.58 0.327
H 0.06 2.19 8.73 0.367
H -0.46 6.51 6.51 0.360
H 1.06 6.48 7.28 0.359
H -0.42 6.31 8.24 0.337
C 2.77 -5.11 2.03 -1.272
C 3.93 -4.86 3.05 -0.291
N 5.35 -4.51 2.63 0.038
C 5.32 -3.22 1.81 -1.117
C 6.28 -4.34 3.84 -0.309
C 6.38 -5.70 4.67 -1.251
C 5.87 -5.66 1.60 -0.646
C 7.12 -5.38 0.71 -0.927
O 8.21 -5.33 1.61 -0.276
C 9.39 -4.77 1.06 -0.827
H 1.91 -5.13 2.70 0.407
H 2.87 -6.09 1.57 0.382
H 2.68 -4.33 1.27 0.341
H 4.01 -5.78 3.64 0.204
H 3.60 -4.06 3.72 0.441
H 4.73 -3.36 0.90 0.398
H 6.39 -3.13 1.65 0.497
H 5.03 -2.34 2.39 0.321
H 5.83 -3.57 4.46 0.565
H 7.22 -3.87 3.58 0.353
H 5.61 -6.47 4.70 0.358
H 6.51 -5.37 5.70 0.366
H 7.02 -6.46 4.21 0.379
H 4.98 -5.66 0.96 0.450
H 5.88 -6.57 2.20 0.511
H 6.86 -4.65 -0.06 0.438
H 7.18 -6.18 -0.03 0.546
H 9.16 -3.79 0.66 0.350
H 9.79 -5.49 0.35 0.309
H 10.06 -4.63 1.91 0.262
C 6.37 3.95 -7.05 -1.141
C 6.58 4.23 -5.58 -0.460
N 6.06 2.97 -4.71 -0.204
C 6.61 3.21 -3.23 -0.989
C 4.53 2.95 -4.68 -0.382
C 3.89 4.24 -4.35 -1.266
C 6.72 1.60 -5.16 -0.593
C 8.25 1.57 -5.09 -0.836
O 8.79 2.53 -5.93 -0.201
C 10.13 2.54 -6.09 -0.864
H 6.97 3.12 -7.44 0.263
H 6.79 4.77 -7.62 0.406
H 5.30 3.85 -7.19 0.325
H 6.04 5.11 -5.24 0.617
H 7.59 4.44 -5.24 0.381
H 6.12 4.01 -2.68 0.370
H 7.67 3.26 -3.46 0.449
H 6.27 2.40 -2.58 0.357
H 4.26 2.28 -3.86 0.460
H 4.19 2.58 -5.65 0.453
H 4.44 4.77 -3.57 0.326
H 2.96 4.14 -3.79 0.381
H 3.72 4.85 -5.23 0.335
H 6.24 1.18 -6.03 0.459
H 6.37 0.99 -4.32 0.429
H 8.71 0.62 -5.36 0.517
H 8.58 1.77 -4.07 0.472
H 10.61 2.52 -5.11 0.326
H 10.51 3.35 -6.71 0.288
H 10.44 1.68 -6.67 0.322
C -6.52 0.21 4.57 -1.344
C -6.75 -1.32 4.43 -0.436
N -6.17 -2.35 5.39 0.256
C -6.69 -2.06 6.80 -0.991
C -6.52 -3.83 4.83 -0.318
C -5.98 -4.14 3.43 -1.222
C -4.62 -2.14 5.36 -0.760
C -3.77 -2.79 6.38 -0.832
O -3.71 -4.18 6.23 -0.279
C -3.41 -4.93 7.38 -0.873
H -7.32 0.87 4.22 0.403
H -5.53 0.60 4.33 0.381
H -6.68 0.52 5.61 0.334
H -6.41 -1.49 3.41 0.292
H -7.82 -1.52 4.40 0.521
H -6.54 -2.97 7.37 0.376
H -7.72 -1.74 6.91 0.353
H -6.27 -1.18 7.29 0.406
H -7.61 -3.82 4.97 0.535
H -6.17 -4.48 5.63 0.323
H -6.27 -5.12 3.05 0.420
H -4.92 -4.04 3.21 0.309
H -6.54 -3.56 2.69 0.362
H -4.45 -1.09 5.62 0.330
H -4.33 -2.25 4.32 0.642
H -4.13 -2.49 7.36 0.428
H -2.76 -2.47 6.12 0.403
H -4.01 -5.83 7.54 0.307
H -3.50 -4.46 8.37 0.373
H -2.37 -5.22 7.33 0.303
C -8.86 4.05 -2.81 -1.337
C -7.34 3.72 -2.74 -0.597
N -6.62 4.24 -4.02 0.194
C -5.08 4.25 -3.71 -0.750
C -6.97 3.44 -5.32 -0.487
C -6.52 1.98 -5.38 -1.127
C -7.09 5.69 -4.46 -0.782
C -7.01 6.74 -3.38 -0.574
O -5.72 7.09 -3.09 -0.374
C -5.44 7.41 -1.70 -0.651
H -9.30 3.43 -2.03 0.446
H -9.38 3.63 -3.67 0.329
H -9.18 5.05 -2.52 0.343
H -7.09 2.66 -2.66 0.614
H -6.88 4.21 -1.88 0.449
H -4.51 3.42 -4.14 0.366
H -4.95 4.15 -2.63 0.286
H -4.76 5.17 -4.20 0.297
H -6.52 3.97 -6.15 0.474
H -8.06 3.44 -5.38 0.323
H -6.56 1.65 -6.42 0.409
H -7.17 1.36 -4.76 0.329
H -5.50 1.94 -5.00 0.252
H -8.11 5.64 -4.82 0.492
H -6.49 6.03 -5.31 0.512
H -7.52 6.38 -2.48 0.350
H -7.66 7.55 -3.71 0.366
H -4.75 8.25 -1.71 0.283
H -5.00 6.46 -1.42 0.263
H -6.20 7.73 -0.98 0.303
C 0.61 -4.12 -5.02 0.015
O -0.43 -4.92 -4.46 -0.225
O 1.75 -4.46 -4.26 -0.934
C 0.74 -4.21 -6.56 0.744
F 1.89 -3.73 -6.94 -0.276
F 0.63 -5.36 -7.16 -0.286
F -0.06 -3.33 -7.23 -0.321
C -1.81 -4.58 -4.63 -0.167
C -2.63 -5.80 -4.17 -1.215
H -2.30 -6.74 -4.60 0.327
H -2.62 -5.80 -3.08 0.252
H -3.63 -5.70 -4.60 0.394
H -2.09 -4.40 -5.67 0.270
H -2.20 -3.74 -4.06 0.250
H 0.31 -3.08 -4.87 0.174
```

Output
**LUMO**: -0.2314 Eh
**Strongest force on any atom**: 0.1397 Eh/bohr
**Multiplicity**: 1
**Energy**: -2869.4984 a.u.
**Gap between HOMO and LUMO**: 1.975 eV
**Net charge**: +3

C11H7F5IrN2O3S3 as an isolated structure. Source: the Open Molecules 2025 dataset; level of theory: wB97M-V/def2-TZVPD.

Geometry as XYZ:
```
32
Properties=species:S:1:pos:R:3:nbo_charge:R:1
Ir -0.20 -0.31 0.17 0.857
S -2.22 2.00 3.49 -0.159
C -1.45 1.16 2.31 -0.519
S -1.95 -0.41 1.69 -0.102
S -0.03 1.62 1.43 -0.020
N 1.01 -1.47 1.35 -0.725
C 2.38 -0.93 1.37 -0.348
C 2.72 -0.43 -0.04 0.764
O 3.89 -0.45 -0.40 -0.669
O 1.72 0.02 -0.72 -0.737
H 0.60 -1.66 2.26 0.407
H 1.01 -2.35 0.83 0.411
H 3.10 -1.67 1.70 0.202
H 2.40 -0.07 2.05 0.229
F -5.26 -4.76 0.16 -0.303
C -4.10 -4.12 -0.08 0.230
C -3.99 -3.26 -1.16 0.268
F -5.05 -3.06 -1.96 -0.305
C -2.81 -2.60 -1.41 0.256
F -2.76 -1.77 -2.47 -0.316
C -1.66 -2.75 -0.61 0.241
O -0.54 -2.14 -0.86 -0.771
C -1.83 -3.63 0.48 0.292
F -0.78 -3.85 1.30 -0.329
C -3.00 -4.30 0.74 0.263
F -3.09 -5.14 1.78 -0.300
C -3.46 1.58 -2.39 -0.714
C -2.30 1.08 -1.68 0.426
N -1.40 0.66 -1.11 -0.306
H -3.23 1.66 -3.46 0.254
H -3.73 2.56 -2.00 0.258
H -4.29 0.89 -2.25 0.265
```

Output
**LUMO**: 0.0893 Eh
**Strongest force on any atom**: 0.0114 Eh/bohr
**Multiplicity**: 1
**Energy**: -2556.9928 a.u.
**Gap between HOMO and LUMO**: 7.343 eV
**Net charge**: -1

C14H33O12V as an isolated structure in a non-equilibrium geometry. Source: the Open Molecules 2025 dataset; level of theory: wB97M-V/def2-TZVPD.

Geometry as XYZ:
```
60
Properties=species:S:1:pos:R:3:nbo_charge:R:1
O -0.94 -0.61 -0.65 -0.635
V -1.37 0.03 0.76 1.544
O 0.01 0.37 1.49 -0.572
C -3.89 0.72 1.62 0.915
O -2.94 1.16 2.32 -0.823
O -4.93 0.52 2.28 -0.820
O -3.66 0.38 0.47 -0.835
O -1.83 -3.72 3.35 -0.713
C -2.13 -2.52 2.86 0.925
O -1.49 -1.97 1.95 -0.793
O -2.92 -1.84 3.54 -0.707
H -1.27 -4.05 2.64 0.459
C 0.28 -1.36 -5.57 -0.641
C -0.24 -2.63 -4.93 0.093
C -1.51 -2.47 -4.05 -0.651
O -0.52 -3.59 -5.85 -0.707
H 0.99 -1.65 -6.34 0.201
H 0.75 -0.54 -5.02 0.223
H -0.52 -0.88 -6.14 0.188
H 0.53 -3.06 -4.29 0.172
H -1.72 -3.44 -3.60 0.218
H -2.34 -2.03 -4.60 0.188
H -1.37 -1.86 -3.16 0.261
H -1.24 -3.25 -6.39 0.451
C 0.73 3.68 0.61 -0.625
C -0.39 3.44 -0.45 0.115
C 0.10 3.28 -1.88 -0.621
O -1.12 2.30 -0.15 -0.679
H 1.48 2.91 0.74 0.227
H 0.33 3.88 1.61 0.231
H 1.30 4.55 0.30 0.179
H -1.13 4.24 -0.42 0.153
H 0.81 2.47 -2.04 0.216
H 0.55 4.20 -2.24 0.185
H -0.80 3.09 -2.47 0.199
H -1.87 2.39 -0.74 0.483
C 2.55 -1.17 -1.91 -0.636
C 3.56 -1.13 -3.03 0.079
C 3.91 0.22 -3.53 -0.622
O 4.73 -1.78 -2.57 -0.729
H 1.70 -0.50 -2.05 0.238
H 2.92 -0.80 -0.96 0.209
H 2.26 -2.21 -1.76 0.223
H 3.09 -1.67 -3.86 0.170
H 4.30 0.86 -2.73 0.196
H 3.03 0.74 -3.91 0.210
H 4.60 0.19 -4.36 0.203
H 5.08 -1.28 -1.83 0.458
C -0.87 0.75 7.68 -0.633
C -1.09 0.71 6.16 0.084
C 0.24 0.60 5.42 -0.639
O -2.04 -0.28 5.79 -0.644
H -1.82 0.88 8.20 0.207
H -0.22 1.54 8.07 0.187
H -0.36 -0.15 8.04 0.182
H -1.55 1.63 5.82 0.182
H 0.83 -0.23 5.81 0.173
H 0.90 1.46 5.57 0.184
H 0.11 0.55 4.34 0.269
H -1.61 -1.10 6.04 0.445
```

Output
**LUMO**: 0.1465 Eh
**Strongest force on any atom**: 0.1449 Eh/bohr
**Multiplicity**: 1
**Energy**: -2400.1249 a.u.
**Gap between HOMO and LUMO**: 3.674 eV
**Net charge**: -2

C2H3FO2 as an isolated structure in a non-equilibrium geometry. Source: the Open Molecules 2025 dataset; level of theory: wB97M-V/def2-TZVPD.

Geometry as XYZ:
```
8
Properties=species:S:1:pos:R:3:nbo_charge:R:1
C 0.61 -0.29 0.49 -0.093
C -0.62 -0.12 -0.44 0.415
O 0.80 1.46 0.21 -0.285
O -0.46 1.31 -0.59 -0.285
F -1.72 -0.45 0.22 -0.329
H 0.45 -0.50 1.50 0.207
H 1.56 -0.74 0.08 0.212
H -0.62 -0.68 -1.47 0.157
```

Output
**LUMO**: 0.0153 Eh
**Strongest force on any atom**: 0.1096 Eh/bohr
**Multiplicity**: 1
**Energy**: -328.1721 a.u.
**Gap between HOMO and LUMO**: 10.383 eV